{
  "formula": "C3H4OS",
  "method": "the ωB97M-V functional and the def2-TZVPD basis",
  "symbols": ["C", "C", "C", "H", "H", "H", "H", "O", "S"],
  "positions_angstrom": [[0.749, -0.656, 0.577], [-0.464, -0.439, -0.154], [-0.650, 1.025, -0.806], [1.527, -1.677, 0.229], [0.289, -0.918, 1.965], [1.008, 0.723, 0.462], [-1.698, 1.419, -0.845], [-1.483, -1.036, 0.205], [0.723, 1.558, -1.632]],
  "nbo_charge": [-0.73, 0.42, -0.32, 0.29, 0.26, 0.26, 0.24, -0.50, 0.10],
  "total_charge": 0,
  "lumo_energy_ha": -0.0627,
  "relative_energy_kcal_mol": 122.60,
  "homo_ha": -0.335
}

=====

{
  "formula": "C4H10O",
  "method": "the ωB97M-V functional and the def2-TZVPD basis",
  "symbols": ["C", "C", "C", "C", "H", "H", "H", "H", "H", "H", "H", "H", "H", "H", "O"],
  "positions_angstrom": [[-1.788, -0.168, -1.426], [-1.106, 0.466, -0.183], [0.344, 0.010, 0.048], [2.102, -0.089, 1.474], [-1.367, 0.122, -2.491], [-1.775, -1.283, -1.500], [-2.908, 0.235, -1.465], [-1.192, 1.601, -0.207], [-1.791, 0.114, 0.611], [0.299, -1.093, 0.220], [0.953, 0.284, -0.806], [1.699, -0.978, 2.221], [2.881, 0.678, 1.956], [2.704, -0.602, 0.469], [0.945, 0.704, 1.079]],
  "nbo_charge": [-0.62, -0.42, -0.06, -0.29, 0.20, 0.21, 0.22, 0.21, 0.20, 0.16, 0.17, 0.19, 0.21, 0.17, -0.55],
  "total_charge": 0,
  "lumo_energy_ha": 0.0399,
  "relative_energy_kcal_mol": 51.75,
  "homo_ha": -0.362,
  "smiles": "CCCOC"
}

=====

{
  "formula": "C69H154N6O11",
  "method": "the ωB97M-V functional and the def2-TZVPD basis",
  "symbols": ["C", "C", "C", "O", "H", "H", "H", "H", "H", "H", "H", "H", "C", "C", "C", "O", "H", "H", "H", "H", "H", "H", "H", "H", "C", "C", "C", "O", "H", "H", "H", "H", "H", "H", "H", "H", "C", "C", "C", "O", "H", "H", "H", "H", "H", "H", "H", "H", "C", "C", "C", "O", "H", "H", "H", "H", "H", "H", "H", "H", "C", "C", "C", "C", "C", "C", "N", "O", "C", "C", "C", "H", "H", "H", "H", "H", "H", "H", "H", "H", "H", "H", "H", "H", "H", "H", "H", "H", "H", "H", "C", "C", "C", "C", "C", "C", "N", "O", "C", "C", "C", "H", "H", "H", "H", "H", "H", "H", "H", "H", "H", "H", "H", "H", "H", "H", "H", "H", "H", "H", "C", "C", "C", "C", "C", "C", "N", "O", "C", "C", "C", "H", "H", "H", "H", "H", "H", "H", "H", "H", "H", "H", "H", "H", "H", "H", "H", "H", "H", "H", "C", "C", "C", "C", "C", "C", "N", "O", "C", "C", "C", "H", "H", "H", "H", "H", "H", "H", "H", "H", "H", "H", "H", "H", "H", "H", "H", "H", "H", "H", "C", "C", "C", "C", "C", "C", "N", "O", "C", "C", "C", "H", "H", "H", "H", "H", "H", "H", "H", "H", "H", "H", "H", "H", "H", "H", "H", "H", "H", "H", "C", "C", "C", "C", "C", "C", "N", "O", "C", "C", "C", "H", "H", "H", "H", "H", "H", "H", "H", "H", "H", "H", "H", "H", "H", "H", "H", "H", "H", "H"],
  "positions_angstrom": [[-0.327, 5.754, -0.122], [-1.006, 6.313, -1.338], [-1.545, 5.145, -2.241], [-2.068, 7.157, -1.042], [-1.051, 5.229, 0.501], [-0.066, 6.546, 0.580], [0.426, 5.017, -0.401], [-0.261, 6.959, -1.802], [-0.780, 4.625, -2.818], [-2.189, 5.550, -3.021], [-2.183, 4.415, -1.743], [-1.981, 7.983, -1.523], [-6.440, 2.043, 1.651], [-6.136, 0.644, 1.925], [-4.817, 0.088, 1.446], [-6.332, 0.458, 3.299], [-6.312, 2.345, 0.611], [-5.737, 2.723, 2.133], [-7.450, 2.376, 1.890], [-7.017, 0.182, 1.480], [-4.552, -0.917, 1.776], [-4.015, 0.746, 1.783], [-4.913, 0.125, 0.361], [-5.434, 0.428, 3.636], [1.110, -3.540, -7.318], [0.991, -4.553, -6.210], [-0.318, -4.452, -5.379], [1.121, -5.862, -6.778], [1.430, -2.598, -6.875], [0.198, -3.460, -7.909], [1.974, -3.862, -7.900], [1.852, -4.420, -5.556], [-0.249, -3.542, -4.783], [-0.311, -5.248, -4.634], [-1.287, -4.523, -5.872], [1.291, -6.400, -6.001], [-5.045, 1.780, -3.250], [-6.380, 2.363, -3.337], [-6.932, 2.743, -1.991], [-6.276, 3.528, -4.176], [-4.347, 2.460, -2.761], [-4.740, 1.463, -4.248], [-4.994, 0.879, -2.639], [-7.045, 1.642, -3.813], [-7.053, 1.834, -1.400], [-7.914, 3.205, -2.093], [-6.224, 3.408, -1.497], [-5.980, 4.280, -3.658], [0.684, 2.175, -8.977], [0.945, 2.513, -7.541], [1.062, 1.200, -6.842], [2.168, 3.166, -7.431], [-0.221, 1.628, -9.242], [1.539, 1.706, -9.464], [0.706, 3.179, -9.401], [0.162, 3.105, -7.066], [1.204, 1.374, -5.775], [1.972, 0.656, -7.097], [0.184, 0.589, -7.049], [2.855, 2.494, -7.437], [3.382, 4.031, 1.025], [3.920, 4.686, 2.308], [5.502, 4.491, 2.294], [6.319, 5.378, 1.397], [5.972, 6.806, 1.717], [4.395, 7.097, 1.585], [3.611, 6.147, 2.401], [2.306, 6.391, 2.408], [4.155, 8.483, 2.142], [4.020, 7.090, 0.111], [3.361, 4.040, 3.584], [4.083, 4.018, 0.190], [2.449, 4.565, 0.843], [3.053, 3.020, 1.263], [5.914, 4.431, 3.301], [5.653, 3.474, 1.933], [6.201, 5.198, 0.329], [7.383, 5.207, 1.564], [6.586, 7.434, 1.071], [6.273, 6.936, 2.756], [3.097, 8.738, 2.090], [4.452, 8.458, 3.191], [4.719, 9.293, 1.679], [4.597, 7.759, -0.527], [4.059, 6.111, -0.367], [2.989, 7.340, -0.140], [3.591, 2.974, 3.592], [2.277, 4.048, 3.469], [3.764, 4.535, 4.467], [2.220, 6.727, 3.304], [0.205, -4.847, 4.576], [-0.644, -4.298, 3.396], [0.480, -4.138, 2.351], [-0.025, -3.674, 0.975], [-1.009, -4.729, 0.467], [-2.155, -4.978, 1.461], [-1.674, -5.177, 2.852], [-2.642, -5.518, 3.788], [-3.156, -3.772, 1.248], [-2.728, -6.340, 0.956], [-1.260, -2.951, 3.807], [-0.508, -5.058, 5.373], [0.813, -4.018, 4.938], [0.667, -5.780, 4.253], [1.281, -3.502, 2.728], [0.934, -5.103, 2.126], [0.743, -3.456, 0.233], [-0.628, -2.770, 1.067], [-0.439, -5.648, 0.330], [-1.426, -4.304, -0.447], [-3.906, -3.875, 2.033], [-2.706, -2.781, 1.311], [-3.684, -3.775, 0.295], [-3.451, -6.750, 1.660], [-3.105, -6.241, -0.062], [-1.953, -7.100, 0.855], [-0.559, -2.240, 4.244], [-2.095, -3.105, 4.491], [-1.718, -2.433, 2.964], [-2.457, -6.428, 4.031], [3.643, -3.180, -1.973], [4.999, -3.155, -1.180], [6.038, -2.314, -2.051], [5.853, -0.846, -1.686], [6.178, -0.669, -0.214], [5.124, -1.359, 0.688], [4.910, -2.755, 0.250], [3.927, -3.422, 0.873], [5.760, -1.447, 2.096], [3.787, -0.466, 0.606], [5.612, -4.623, -1.077], [3.659, -3.637, -2.963], [3.325, -2.144, -2.095], [2.845, -3.678, -1.423], [7.074, -2.554, -1.810], [5.724, -2.365, -3.093], [4.859, -0.450, -1.893], [6.452, -0.347, -2.447], [6.258, 0.392, 0.025], [7.247, -0.865, -0.140], [5.799, -0.456, 2.548], [5.121, -2.012, 2.775], [6.724, -1.952, 2.152], [2.999, -1.091, 1.026], [3.782, 0.474, 1.157], [3.446, -0.285, -0.414], [6.426, -4.649, -0.353], [6.105, -4.981, -1.981], [4.833, -5.363, -0.894], [4.450, -3.709, 1.625], [-3.863, -4.503, -3.274], [-4.667, -3.312, -3.847], [-5.794, -3.880, -4.800], [-7.093, -4.311, -4.061], [-7.522, -3.199, -3.199], [-6.530, -2.645, -2.203], [-5.192, -2.388, -2.778], [-4.208, -1.987, -1.940], [-6.992, -1.248, -1.612], [-6.422, -3.591, -0.986], [-3.793, -2.395, -4.760], [-4.554, -5.263, -2.910], [-3.161, -4.199, -2.497], [-3.217, -4.963, -4.022], [-6.125, -3.120, -5.508], [-5.487, -4.747, -5.384], [-6.836, -5.110, -3.365], [-7.824, -4.691, -4.774], [-8.333, -3.674, -2.647], [-7.971, -2.436, -3.834], [-7.218, -0.475, -2.347], [-7.849, -1.230, -0.940], [-6.257, -0.795, -0.946], [-5.833, -4.446, -1.318], [-5.948, -3.103, -0.135], [-7.373, -3.855, -0.523], [-3.417, -2.972, -5.605], [-3.034, -1.943, -4.121], [-4.449, -1.603, -5.121], [-4.351, -1.042, -1.848], [1.447, 0.568, 4.729], [2.551, -0.219, 5.540], [3.868, 0.578, 5.490], [3.868, 1.836, 6.426], [3.567, 1.370, 7.876], [2.309, 0.470, 8.002], [2.210, -0.553, 6.926], [1.109, -1.420, 7.043], [2.382, -0.235, 9.392], [1.121, 1.487, 8.047], [2.818, -1.568, 4.802], [1.422, 1.603, 5.070], [0.476, 0.134, 4.971], [1.558, 0.641, 3.648], [4.687, -0.041, 5.855], [4.100, 0.898, 4.474], [3.155, 2.620, 6.174], [4.794, 2.387, 6.261], [3.437, 2.282, 8.458], [4.502, 0.898, 8.179], [2.471, 0.379, 10.288], [1.494, -0.835, 9.590], [3.127, -1.022, 9.272], [1.098, 2.009, 9.003], [1.031, 2.139, 7.178], [0.177, 0.943, 8.030], [3.506, -2.168, 5.397], [3.113, -1.481, 3.757], [1.899, -2.141, 4.928], [1.532, -2.213, 7.382], [-1.696, 0.931, -2.742], [-0.549, 0.218, -2.035], [0.791, 0.981, -2.157], [1.015, 2.165, -1.255], [0.790, 1.731, 0.174], [-0.559, 1.023, 0.400], [-0.830, -0.026, -0.604], [-2.007, -0.631, -0.363], [-0.498, 0.417, 1.762], [-1.627, 2.203, 0.367], [-0.269, -1.166, -2.746], [-2.672, 0.449, -2.691], [-1.290, 1.207, -3.715], [-1.830, 1.925, -2.316], [1.679, 0.353, -2.077], [0.680, 1.474, -3.122], [0.453, 3.014, -1.643], [2.022, 2.574, -1.342], [0.700, 2.568, 0.867], [1.644, 1.126, 0.477], [-1.471, 0.053, 2.093], [0.167, -0.445, 1.825], [-0.243, 1.185, 2.492], [-1.580, 2.789, -0.551], [-2.676, 1.911, 0.409], [-1.587, 2.730, 1.320], [-1.081, -1.849, -2.493], [0.658, -1.699, -2.534], [-0.291, -1.049, -3.829], [-1.763, -1.432, 0.106]],
  "lowdin_charge": [-0.06, -0.49, -0.04, -0.04, 0.07, 0.08, 0.07, 0.13, 0.07, 0.07, 0.06, 0.09, -0.07, -0.54, -0.03, -0.03, 0.05, 0.09, 0.10, 0.13, 0.09, 0.07, 0.06, 0.08, -0.05, -0.49, -0.04, -0.05, 0.07, 0.09, 0.08, 0.12, 0.06, 0.07, 0.07, 0.08, -0.07, -0.51, -0.06, -0.04, 0.08, 0.10, 0.06, 0.14, 0.06, 0.09, 0.08, 0.08, -0.07, -0.54, -0.08, -0.03, 0.09, 0.09, 0.08, 0.15, 0.07, 0.08, 0.09, 0.09, -0.03, -0.45, -0.13, -0.22, -0.12, -0.48, -0.17, -0.01, -0.05, -0.04, -0.03, 0.08, 0.07, 0.06, 0.11, 0.11, 0.11, 0.11, 0.12, 0.12, 0.08, 0.08, 0.09, 0.09, 0.06, 0.08, 0.07, 0.09, 0.09, 0.12, -0.02, -0.49, -0.13, -0.16, -0.15, -0.44, -0.11, 0.00, -0.01, -0.03, -0.01, 0.08, 0.06, 0.09, 0.11, 0.12, 0.11, 0.07, 0.12, 0.11, 0.09, 0.04, 0.06, 0.07, 0.08, 0.08, 0.07, 0.09, 0.05, 0.11, -0.03, -0.42, -0.12, -0.21, -0.15, -0.43, -0.17, 0.00, -0.03, 0.00, -0.04, 0.08, 0.06, 0.06, 0.12, 0.12, 0.09, 0.11, 0.11, 0.12, 0.08, 0.05, 0.09, 0.07, 0.07, 0.05, 0.08, 0.07, 0.07, 0.11, -0.02, -0.44, -0.11, -0.20, -0.17, -0.45, -0.13, -0.02, -0.02, -0.02, -0.03, 0.07, 0.07, 0.07, 0.11, 0.12, 0.10, 0.12, 0.12, 0.13, 0.07, 0.09, 0.04, 0.07, 0.07, 0.09, 0.08, 0.06, 0.08, 0.06, -0.01, -0.47, -0.12, -0.18, -0.14, -0.46, -0.11, -0.01, -0.04, -0.03, -0.03, 0.06, 0.08, 0.06, 0.12, 0.10, 0.08, 0.10, 0.12, 0.11, 0.09, 0.07, 0.08, 0.08, 0.07, 0.08, 0.09, 0.07, 0.04, 0.10, -0.01, -0.45, -0.12, -0.18, -0.14, -0.46, -0.12, -0.01, -0.04, -0.01, -0.02, 0.06, 0.09, 0.06, 0.11, 0.11, 0.08, 0.11, 0.11, 0.09, 0.08, 0.09, 0.08, 0.04, 0.06, 0.08, 0.06, 0.07, 0.07, 0.07],
  "total_charge": 0,
  "lumo_energy_ha": 0.0133,
  "relative_energy_kcal_mol": 130.62,
  "homo_ha": -0.292,
  "smiles": "CC1(C)CCCC(C)(C)N1O.CC1(C)CCCC(C)(C)N1O.CC1(C)CCCC(C)(C)N1O.CC1(C)CCCC(C)(C)N1O.CC1(C)CCCC(C)(C)N1O.CC1(C)CCCC(C)(C)N1O.CC(C)O.CC(C)O.CC(C)O.CC(C)O.CC(C)O"
}

=====

Summary of HOMO-LUMO gap in eV
7.4; 10.9; 8.3
(order as listed above)